Model w:
23
Properties=species:S:1:pos:R:3:lowdin_charge:R:1 method="wB97M-V/def2-TZVPD" molar_mass_g_mol=122.21 homo_ev=-9.0 lumo_energy_ev=1.07 multiplicity=1 smiles=Cc1ccccc1.CC orbital_gap_ha=0.3700
C 2.5407 0.7734 -0.6360 -0.06
C 1.7958 -0.3414 0.0875 -0.28
C 0.5868 -0.7636 -0.4768 -0.07
C -0.2594 -1.6380 0.2103 -0.07
C 0.0931 -1.9155 1.5504 -0.10
C 1.2265 -1.4006 2.1206 -0.10
C 2.1505 -0.6665 1.3850 -0.05
H 2.1766 0.9324 -1.6497 0.07
H 3.6265 0.6713 -0.6867 0.07
H 2.4028 1.6929 -0.0623 0.08
H 0.4083 -0.5816 -1.5293 0.10
H -1.1610 -2.0755 -0.1884 0.10
H -0.5764 -2.6112 2.0349 0.10
H 1.4923 -1.7755 3.1003 0.10
H 3.1024 -0.2934 1.7361 0.11
C -2.3050 1.7285 -0.3007 -0.16
C -2.5728 0.7733 -1.4866 -0.15
H -3.1589 1.5954 0.3730 0.06
H -1.4613 1.6511 0.3790 0.05
H -2.2884 2.7649 -0.6387 0.06
H -1.7688 0.0664 -1.7316 0.03
H -3.3543 0.0824 -1.1857 0.06
H -2.6960 1.3308 -2.4047 0.06

***

Model x:
23
Properties=species:S:1:pos:R:3:lowdin_charge:R:1 method="wB97M-V/def2-TZVPD" molar_mass_g_mol=122.21 homo_ev=-8.9 lumo_energy_ev=1.04 multiplicity=1 smiles=Cc1ccccc1.CC orbital_gap_ha=0.3657
C -1.1769 0.9201 -2.4580 -0.04
C -0.3918 -0.0898 -1.5804 -0.27
C -1.1372 -1.1308 -1.0485 -0.05
C -0.5316 -1.9639 -0.0358 -0.07
C 0.7879 -1.6286 0.3251 -0.10
C 1.5263 -0.5757 -0.3329 -0.11
C 0.9651 0.1923 -1.3257 -0.06
H -1.2128 0.4264 -3.4125 0.07
H -0.5507 1.7214 -2.5134 0.02
H -2.2118 1.1973 -2.1194 0.10
H -2.1616 -1.2027 -1.1827 0.08
H -1.0410 -2.7756 0.5120 0.10
H 1.2541 -2.3797 0.9928 0.10
H 2.5519 -0.5488 -0.1045 0.08
H 1.4048 1.1286 -1.7558 0.13
C 0.1959 1.3702 1.9840 -0.18
C 0.0193 1.7933 3.3722 -0.17
H 0.2593 2.0835 1.2236 0.06
H 1.0143 0.7476 1.7169 0.04
H -0.4792 0.5926 1.7706 0.05
H -0.3171 1.0396 4.0222 0.04
H -0.9271 2.4442 3.5319 0.10
H 0.8747 2.2029 3.9179 0.07

***

Model y:
23
Properties=species:S:1:pos:R:3:lowdin_charge:R:1 method="wB97M-V/def2-TZVPD" molar_mass_g_mol=122.21 homo_ev=-9.1 lumo_energy_ev=1.03 multiplicity=1 smiles=Cc1ccccc1.CC orbital_gap_ha=0.3707
C -1.9422 -1.5957 1.1294 -0.05
C -0.9082 -0.5723 1.4826 -0.28
C -0.3884 0.3146 0.5643 -0.06
C 0.7102 1.1327 0.8520 -0.09
C 1.1448 1.2562 2.1533 -0.09
C 0.5709 0.4155 3.1172 -0.10
C -0.4222 -0.4764 2.8029 -0.06
H -2.9261 -1.4340 1.5618 0.08
H -1.6091 -2.6029 1.3475 0.08
H -2.0821 -1.5839 0.0428 0.07
H -0.8254 0.3649 -0.4339 0.10
H 1.1741 1.6779 0.0450 0.10
H 1.9202 1.9520 2.4365 0.10
H 0.8999 0.4733 4.1442 0.10
H -0.8388 -1.1759 3.5094 0.11
C 0.3003 0.8098 -3.4293 -0.17
C 1.0791 -0.3493 -2.7938 -0.17
H 0.1507 0.6545 -4.4920 0.06
H -0.6255 0.9763 -2.8717 0.05
H 0.8353 1.7591 -3.3495 0.06
H 0.4176 -1.0590 -2.2930 0.05
H 1.7382 0.0011 -1.9922 0.05
H 1.6268 -0.9386 -3.5331 0.06

***

Model z:
23
Properties=species:S:1:pos:R:3:lowdin_charge:R:1 method="wB97M-V/def2-TZVPD" molar_mass_g_mol=122.21 homo_ev=-8.9 lumo_energy_ev=1.02 multiplicity=1 smiles=Cc1ccccc1.CC orbital_gap_ha=0.3657
C 1.2309 1.1882 -1.5593 -0.08
C -0.1450 0.9134 -1.0830 -0.32
C -0.9270 -0.0114 -1.7190 -0.06
C -2.3256 -0.2078 -1.3146 -0.06
C -2.7047 0.5575 -0.2211 -0.10
C -1.8149 1.3975 0.4701 -0.13
C -0.5753 1.5815 0.1133 -0.09
H 1.2478 1.4122 -2.5986 0.06
H 1.8733 0.3131 -1.3159 0.08
H 1.8420 1.9586 -0.9078 0.11
H -0.5541 -0.7801 -2.5621 0.15
H -3.0086 -0.9530 -1.7490 0.10
H -3.6465 0.4524 0.2026 0.07
H -2.1014 1.9762 1.4006 0.13
H 0.1160 2.2389 0.6735 0.12
C 0.8649 -2.0172 1.5052 -0.18
C 2.0171 -0.9931 1.5281 -0.18
H -0.1108 -1.5896 1.8256 0.06
H 0.5395 -2.3495 0.4566 0.07
H 1.0859 -2.9799 1.9523 0.05
H 1.8216 0.0706 1.2062 0.05
H 2.3543 -0.9046 2.6554 0.09
H 2.9205 -1.2739 1.0412 0.03

***

Least stable of them? model x.

***

Model w:
23
Properties=species:S:1:pos:R:3:lowdin_charge:R:1 method="wB97M-V/def2-TZVPD" molar_mass_g_mol=122.21 homo_ev=-9.0 lumo_energy_ev=1.01 multiplicity=1 smiles=Cc1ccccc1.CC orbital_gap_ha=0.3665
C -0.4399 1.2064 -0.6749 -0.06
C -0.4176 0.4014 0.5785 -0.27
C -0.6938 1.0657 1.8144 0.00
C -0.4617 0.2613 2.9091 -0.10
C -0.1649 -1.0903 2.8250 -0.13
C 0.1017 -1.6521 1.6555 -0.12
C -0.0854 -0.9288 0.4968 -0.07
H 0.5520 1.1096 -1.1398 0.07
H -0.4876 2.2017 -0.4057 0.05
H -1.2061 0.8267 -1.4076 0.10
H -0.9118 1.9915 1.9445 0.04
H -0.3705 0.6976 3.8955 0.10
H -0.0456 -1.5522 3.9064 0.14
H 0.3563 -2.7018 1.3403 0.13
H 0.0294 -1.2398 -0.5888 0.12
C 1.4753 -0.2043 -3.3164 -0.14
C 0.2031 0.4978 -3.9228 -0.16
H 1.1213 -0.6121 -2.3471 0.04
H 1.7338 -0.7658 -4.1062 0.01
H 2.3189 0.4409 -3.0057 0.08
H 0.6719 1.1867 -4.6784 0.07
H -0.5847 -0.0788 -4.4314 0.07
H -0.2781 1.1536 -3.1676 0.02

***

Model x:
23
Properties=species:S:1:pos:R:3:lowdin_charge:R:1 method="wB97M-V/def2-TZVPD" molar_mass_g_mol=122.21 homo_ev=-8.9 lumo_energy_ev=1.04 multiplicity=1 smiles=Cc1ccccc1.CC orbital_gap_ha=0.3643
C 2.1132 3.3431 1.3119 -0.06
C 1.2637 2.2928 0.6037 -0.25
C 1.0871 2.2740 -0.8016 -0.05
C 0.2252 1.3496 -1.4084 -0.08
C -0.4024 0.4737 -0.5386 -0.12
C -0.3430 0.5173 0.8423 -0.10
C 0.3366 1.5656 1.4103 -0.06
H 3.1490 3.0428 1.1536 0.08
H 1.7745 3.2663 2.3505 0.07
H 2.0546 4.3627 0.9197 0.08
H 1.6876 2.9234 -1.4074 0.10
H 0.0344 1.2190 -2.4553 0.10
H -1.1276 -0.2371 -0.9175 0.08
H -0.7358 -0.2463 1.5098 0.10
H 0.4235 1.8616 2.4574 0.10
C -1.4194 -3.8930 -1.3005 -0.17
C -1.5475 -3.1417 -0.0041 -0.20
H -2.3422 -4.0046 -1.8691 0.06
H -0.6187 -3.3420 -1.8672 0.08
H -0.9479 -4.8628 -1.1721 0.06
H -1.9020 -2.1072 -0.1551 0.05
H -0.5926 -3.0968 0.5473 0.07
H -2.1704 -3.5605 0.7902 0.06

***

Least stable of them? model w.

***

Model w:
23
Properties=species:S:1:pos:R:3:lowdin_charge:R:1 method="wB97M-V/def2-TZVPD" molar_mass_g_mol=122.21 homo_ev=-9.0 lumo_energy_ev=1.01 multiplicity=1 smiles=Cc1ccccc1.CC orbital_gap_ha=0.3690
C 0.2551 -0.9273 -2.9158 -0.06
C 0.2313 0.1137 -1.8569 -0.29
C 0.2831 -0.1950 -0.4919 -0.05
C 0.1208 0.7783 0.4698 -0.10
C -0.1137 2.0886 0.1190 -0.10
C -0.0609 2.4443 -1.2162 -0.08
C 0.1208 1.4521 -2.1803 -0.06
H 0.5060 -0.5424 -3.9029 0.07
H -0.7373 -1.3820 -3.0628 0.09
H 0.8570 -1.8169 -2.7118 0.08
H 0.5203 -1.2119 -0.1785 0.11
H 0.2411 0.5228 1.5134 0.09
H -0.3773 2.8221 0.8739 0.10
H -0.1689 3.4631 -1.5605 0.10
H 0.1298 1.7603 -3.2213 0.11
C 0.3204 -2.3663 3.5540 -0.16
C -1.0316 -1.8145 3.0288 -0.16
H 1.1015 -1.6173 3.6645 0.06
H 0.0983 -2.9702 4.4329 0.06
H 0.7126 -3.0877 2.8432 0.05
H -0.9253 -0.8031 2.6606 0.03
H -1.7590 -1.7750 3.8390 0.06
H -1.4441 -2.4555 2.2572 0.06

***

Model x:
23
Properties=species:S:1:pos:R:3:lowdin_charge:R:1 method="wB97M-V/def2-TZVPD" molar_mass_g_mol=122.21 homo_ev=-8.9 lumo_energy_ev=0.97 multiplicity=1 smiles=Cc1ccccc1.CC orbital_gap_ha=0.3643
C 1.7400 0.9643 0.5873 -0.06
C 0.4662 1.1794 -0.1513 -0.29
C -0.7909 1.2062 0.4530 -0.06
C -1.9709 0.9868 -0.2431 -0.08
C -1.8983 0.8988 -1.6310 -0.10
C -0.6860 1.0800 -2.2970 -0.09
C 0.4840 1.2304 -1.5474 -0.06
H 2.0185 -0.0644 0.8501 0.07
H 1.6844 1.3998 1.5832 0.07
H 2.6350 1.3828 0.1253 0.08
H -0.7026 1.1770 1.5401 0.11
H -2.8543 0.7515 0.3223 0.10
H -2.7448 0.9128 -2.3094 0.10
H -0.5769 1.1924 -3.3643 0.10
H 1.4646 1.4592 -1.9548 0.11
C 1.3252 -3.3702 1.3232 -0.19
C 0.4323 -2.6099 2.2665 -0.18
H 0.9447 -4.3772 1.1593 0.06
H 1.5509 -2.8454 0.3891 0.06
H 2.3593 -3.4377 1.6937 0.06
H -0.5847 -2.4876 1.8705 0.06
H 0.8583 -1.6318 2.4718 0.05
H 0.1356 -3.2395 3.1122 0.07

***

Model y:
23
Properties=species:S:1:pos:R:3:lowdin_charge:R:1 method="wB97M-V/def2-TZVPD" molar_mass_g_mol=122.21 homo_ev=-9.0 lumo_energy_ev=0.98 multiplicity=1 smiles=Cc1ccccc1.CC orbital_gap_ha=0.3652
C 1.4602 -0.7413 -2.5382 -0.06
C 1.0383 -1.3211 -1.2093 -0.28
C 1.9834 -1.7059 -0.2652 -0.05
C 1.5159 -1.9666 1.0224 -0.09
C 0.1547 -2.1138 1.2761 -0.11
C -0.7697 -1.9828 0.2491 -0.09
C -0.3101 -1.6346 -1.0138 -0.06
H 1.4820 0.3424 -2.5997 0.08
H 0.8290 -1.1563 -3.3215 0.07
H 2.4465 -1.1014 -2.8478 0.08
H 3.0405 -1.6291 -0.4909 0.11
H 2.1411 -1.8749 1.9015 0.10
H -0.0812 -2.4270 2.2849 0.10
H -1.8144 -2.1881 0.4227 0.10
H -0.9960 -1.4879 -1.8345 0.11
C -0.8704 2.5409 1.4148 -0.16
C -2.1353 3.2062 0.8411 -0.17
H -1.2501 1.7774 2.0933 0.06
H -0.2207 2.0629 0.6784 0.05
H -0.1863 3.2608 1.8568 0.06
H -2.2808 2.9499 -0.2086 0.06
H -3.0457 2.8972 1.3574 0.06
H -2.1306 4.2930 0.9308 0.06

***

Least stable of them? model x.

***

Model w:
23
Properties=species:S:1:pos:R:3:lowdin_charge:R:1 method="wB97M-V/def2-TZVPD" molar_mass_g_mol=122.21 homo_ev=-8.9 lumo_energy_ev=0.97 multiplicity=1 smiles=Cc1ccccc1.CC orbital_gap_ha=0.3639
C 1.3799 0.3789 -2.4188 -0.05
C 1.4766 -0.2293 -1.0462 -0.29
C 1.3396 -1.5961 -0.8404 -0.05
C 0.9043 -2.0413 0.4030 -0.10
C 0.7498 -1.2528 1.5290 -0.09
C 1.1454 0.0686 1.3136 -0.10
C 1.5165 0.5922 0.0827 -0.06
H 0.3485 0.7709 -2.4893 0.09
H 1.5621 -0.2500 -3.2812 0.07
H 1.8686 1.3556 -2.4785 0.08
H 1.3876 -2.2573 -1.6945 0.11
H 0.6692 -3.1003 0.4789 0.10
H 0.2087 -1.4784 2.4336 0.10
H 1.1355 0.8642 2.0561 0.10
H 1.7953 1.6323 0.0274 0.11
C -3.4987 1.2487 1.2889 -0.17
C -3.2197 1.7746 -0.1175 -0.17
H -4.5344 1.0529 1.5393 0.05
H -2.9376 0.3472 1.5498 0.06
H -3.2449 2.0738 1.9561 0.06
H -2.8576 1.2013 -0.9617 0.05
H -4.1940 2.1494 -0.4662 0.06
H -2.5661 2.6394 0.0046 0.06

***

Model x:
23
Properties=species:S:1:pos:R:3:lowdin_charge:R:1 method="wB97M-V/def2-TZVPD" molar_mass_g_mol=122.21 homo_ev=-9.0 lumo_energy_ev=1.03 multiplicity=1 smiles=Cc1ccccc1.CC orbital_gap_ha=0.3674
C 3.2335 -0.9911 2.1826 -0.05
C 1.9924 -0.2273 1.7559 -0.28
C 0.7347 -0.5717 2.2688 -0.06
C -0.4043 -0.0908 1.6441 -0.09
C -0.3254 0.9861 0.7694 -0.10
C 0.9288 1.4567 0.4050 -0.10
C 2.0826 0.9107 0.9544 -0.06
H 4.1027 -0.3562 2.3375 0.08
H 3.3614 -1.7196 1.3851 0.08
H 3.0443 -1.5047 3.1226 0.07
H 0.7431 -1.3504 3.0244 0.11
H -1.3557 -0.5686 1.8385 0.10
H -1.1813 1.4733 0.3343 0.09
H 1.0737 2.2848 -0.2800 0.10
H 3.0565 1.3171 0.7035 0.11
C -2.3317 0.5478 -3.0713 -0.17
C -3.0011 -0.7258 -2.5592 -0.18
H -2.6818 1.4908 -2.6540 0.06
H -1.3057 0.4735 -2.7100 0.05
H -2.2380 0.4916 -4.1485 0.06
H -2.7537 -1.5570 -3.2283 0.06
H -2.6873 -0.9872 -1.5469 0.05
H -4.0875 -0.7818 -2.5279 0.05

***

Model y:
23
Properties=species:S:1:pos:R:3:lowdin_charge:R:1 method="wB97M-V/def2-TZVPD" molar_mass_g_mol=122.21 homo_ev=-8.8 lumo_energy_ev=0.98 multiplicity=1 smiles=Cc1ccccc1.CC orbital_gap_ha=0.3581
C -0.0191 -2.2900 -2.9399 -0.06
C 0.2604 -1.5603 -1.6580 -0.30
C 1.4842 -1.0586 -1.3799 -0.07
C 1.7832 -0.5770 -0.0965 -0.08
C 0.8905 -0.9356 0.8974 -0.11
C -0.4299 -1.3383 0.5996 -0.09
C -0.8295 -1.3892 -0.7357 -0.04
H 0.4388 -1.8008 -3.7945 0.08
H -1.0596 -2.4564 -3.2436 0.07
H 0.1794 -3.3385 -2.6907 0.09
H 2.1722 -1.0475 -2.2218 0.12
H 2.6400 0.0384 0.1235 0.10
H 1.2409 -0.8565 1.9189 0.10
H -1.2287 -1.3880 1.3299 0.10
H -1.8580 -1.3061 -1.0382 0.10
C -1.2324 2.3331 1.3749 -0.16
C -0.1174 2.9086 2.2406 -0.18
H -1.0202 1.5019 0.7059 0.04
H -1.9957 1.9061 2.0321 0.06
H -1.6923 3.2549 1.0091 0.07
H -0.6453 3.4442 3.0432 0.06
H 0.4511 3.7121 1.7805 0.05
H 0.5872 2.2436 2.7433 0.06

***

Model z:
23
Properties=species:S:1:pos:R:3:lowdin_charge:R:1 method="wB97M-V/def2-TZVPD" molar_mass_g_mol=122.21 homo_ev=-9.1 lumo_energy_ev=1.01 multiplicity=1 smiles=Cc1ccccc1.CC orbital_gap_ha=0.3702
C 3.0852 -1.9570 0.6021 -0.05
C 2.2469 -0.7147 0.6360 -0.28
C 0.9079 -0.7650 0.9854 -0.06
C 0.0721 0.3440 1.0324 -0.10
C 0.6200 1.5916 0.7648 -0.10
C 1.9699 1.6801 0.4503 -0.10
C 2.7758 0.5641 0.4240 -0.06
H 4.0596 -1.8082 1.0731 0.08
H 3.2114 -2.3159 -0.4202 0.08
H 2.6182 -2.7398 1.2008 0.07
H 0.4745 -1.7295 1.2444 0.11
H -0.9870 0.2687 1.2302 0.09
H -0.0199 2.4550 0.6168 0.10
H 2.3979 2.6572 0.2505 0.10
H 3.8439 0.6725 0.2555 0.11
C -2.9636 0.2738 -0.6975 -0.18
C -3.8664 0.1672 -1.9168 -0.16
H -3.1548 -0.5219 0.0043 0.06
H -1.8991 0.2907 -0.8999 0.05
H -3.1517 1.1341 -0.0497 0.07
H -3.3255 0.4802 -2.8144 0.06
H -4.1878 -0.8506 -2.1317 0.06
H -4.7276 0.8234 -1.8406 0.06

***

Least stable of them? model y.